C26H40NO5 | wB97M-V/def2-TZVPD

The geometry in ORCA input format:
```
! wB97M-V def2-TZVPD RIJCOSX def2/J DEFGRID3
* xyz -1 1
C -5.778 1.381 -5.487
C -4.778 1.156 -6.319
C -3.841 -0.014 -6.333
C -4.053 -1.089 -5.288
O -5.372 -1.499 -4.963
C -5.248 -2.241 -3.816
O -6.138 -2.962 -3.392
O -4.080 -2.050 -3.263
C -3.209 -1.089 -4.025
C -1.884 -1.826 -4.129
C -0.661 -0.930 -3.874
C -0.108 -1.042 -2.460
C 1.423 -0.811 -2.390
C 1.836 0.318 -1.444
C 2.323 -0.156 -0.063
C 3.477 0.674 0.529
C 3.092 1.507 1.764
C 3.570 0.927 3.102
C 4.000 2.007 4.091
C 4.528 1.350 5.389
C 4.074 2.059 6.656
C 4.885 3.301 6.999
C 4.183 4.090 8.126
C -3.185 0.203 -3.133
O -2.863 1.260 -3.725
O -3.449 0.039 -1.947
H -6.133 2.394 -5.386
H -6.310 0.630 -4.933
H -4.596 1.905 -7.078
H -3.873 -0.463 -7.327
H -2.842 0.392 -6.225
H -3.657 -1.981 -5.796
H -1.893 -2.620 -3.395
H -1.783 -2.293 -5.106
H -0.873 0.101 -4.137
H 0.128 -1.266 -4.548
H -0.563 -0.285 -1.836
H -0.301 -2.026 -2.058
H 1.938 -1.729 -2.117
H 1.763 -0.543 -3.390
H 2.622 0.933 -1.872
H 0.986 0.981 -1.300
H 2.682 -1.173 -0.189
H 1.509 -0.169 0.656
H 4.267 -0.004 0.837
H 3.901 1.343 -0.212
H 2.016 1.645 1.820
H 3.528 2.500 1.680
H 2.814 0.307 3.574
H 4.451 0.312 2.926
H 4.798 2.602 3.660
H 3.155 2.656 4.304
H 5.610 1.324 5.348
H 4.126 0.343 5.418
H 3.020 2.330 6.628
H 4.183 1.362 7.486
H 5.039 3.931 6.128
H 5.863 3.026 7.387
H 3.553 3.384 8.658
H 4.883 4.526 8.825
H 3.504 4.825 7.708
N -1.654 -2.121 0.531
C -2.901 -2.184 0.050
C -3.884 -2.996 0.610
C -3.561 -3.774 1.708
C -2.271 -3.718 2.213
C -1.363 -2.877 1.590
H -3.131 -1.557 -0.820
H -4.878 -3.011 0.186
H -4.303 -4.418 2.166
H -1.976 -4.310 3.070
H -0.342 -2.799 1.954
*
```

Values from the calculation:
HOMO level: -0.193 hartree
Gap between HOMO and LUMO: 7.71 eV

C26H41F12NO11 | wB97M-V/def2-TZVPD

The geometry in ORCA input format:
```
! wB97M-V def2-TZVPD RIJCOSX def2/J DEFGRID3
* xyz 0 1
C 3.752 -2.587 1.491
C 3.639 -1.949 -0.026
N 2.550 -0.911 -0.191
C 2.741 -0.282 -1.555
C 2.288 -1.234 -2.820
C 0.714 -0.972 -3.264
O -0.111 -2.190 -3.309
C -0.175 -2.875 -2.009
C -0.794 -1.984 -0.780
O -2.187 -1.520 -1.080
C -2.589 -0.832 0.162
C 2.619 0.178 0.869
C 3.392 1.643 0.638
O 2.010 0.059 2.082
H 4.616 -2.029 2.061
H 4.073 -3.726 1.337
H 2.722 -2.585 2.048
H 3.384 -2.869 -0.741
H 4.703 -1.512 -0.301
H 3.879 0.061 -1.646
H 2.105 0.723 -1.661
H 2.945 -0.872 -3.747
H 2.523 -2.373 -2.685
H 0.721 -0.489 -4.355
H 0.258 -0.118 -2.566
H -0.921 -3.794 -2.159
H 0.836 -3.339 -1.643
H -0.904 -2.622 0.221
H -0.099 -1.042 -0.597
H -3.332 -1.475 0.811
H -3.022 0.216 -0.161
H -1.654 -0.620 0.872
H 2.544 2.361 0.203
H 4.284 1.573 -0.118
H 3.817 2.089 1.639
C -3.522 4.154 -1.676
C -2.386 3.953 -0.690
O -1.194 3.532 -1.371
C -0.451 4.523 -1.960
O -0.757 5.711 -1.936
C 0.807 3.942 -2.601
F 0.559 2.809 -3.320
F 1.746 3.603 -1.671
F 1.418 4.807 -3.460
H -3.678 3.249 -2.272
H -4.451 4.397 -1.153
H -3.298 4.962 -2.379
H -2.648 3.157 0.014
H -2.199 4.857 -0.099
C -4.640 -5.450 2.820
C -3.504 -5.651 3.806
O -2.312 -6.072 3.125
C -1.569 -5.081 2.536
O -1.875 -3.892 2.560
C -0.311 -5.662 1.895
F -0.559 -6.795 1.176
F 0.628 -6.001 2.825
F 0.300 -4.797 1.036
H -4.796 -6.355 2.224
H -5.569 -5.207 3.343
H -4.416 -4.642 2.117
H -3.767 -6.447 4.510
H -3.317 -4.747 4.397
C -7.316 -1.712 -2.823
C -8.299 -0.558 -2.754
O -8.282 0.042 -1.450
C -7.274 0.942 -1.211
O -6.414 1.237 -2.034
C -7.406 1.536 0.190
F -7.668 0.594 1.142
F -8.421 2.445 0.267
F -6.282 2.186 0.603
H -7.516 -2.436 -2.027
H -7.383 -2.221 -3.789
H -6.287 -1.365 -2.686
H -9.314 -0.932 -2.919
H -8.101 0.190 -3.531
C 6.170 3.138 3.041
C 6.776 3.407 1.676
O 7.687 4.515 1.737
C 8.950 4.236 2.195
O 9.316 3.119 2.549
C 9.823 5.489 2.161
F 9.187 6.590 2.655
F 10.207 5.811 0.892
F 10.971 5.359 2.884
H 5.702 4.043 3.439
H 5.417 2.347 2.982
H 6.937 2.834 3.761
H 5.985 3.685 0.972
H 7.270 2.517 1.270
*
```

Values from the calculation:
SMILES string: CCN(CCCOCCOC)C(C)=O.CCOC(=O)C(F)(F)F.CCOC(=O)C(F)(F)F.CCOC(=O)C(F)(F)F.CCOC(=O)C(F)(F)F
HOMO level: -0.348 hartree
Gap between HOMO and LUMO: 9.82 eV

C26H42Br13IN2OS | wB97M-V/def2-TZVPD

The geometry in ORCA input format:
```
! wB97M-V def2-TZVPD RIJCOSX def2/J DEFGRID3
* xyz 0 1
C 2.285 -5.292 1.592
C 1.383 -4.291 0.766
C 0.117 -3.714 1.587
Br 0.166 -4.257 3.520
C -0.007 -2.167 1.487
C -1.001 -1.466 0.649
I -2.307 -2.693 -0.549
C -1.106 0.041 0.594
C -2.111 0.864 -0.274
C -3.645 0.601 0.025
C -4.109 0.868 1.526
C -4.335 -0.524 2.290
C -3.217 1.891 2.336
C -0.155 0.823 1.401
O -0.201 2.258 1.366
C 0.889 0.185 2.279
N 1.765 0.930 3.049
S 2.667 -0.295 3.764
N 1.995 -1.683 3.129
C 0.944 -1.329 2.291
H 2.827 -4.772 2.423
H 1.680 -6.171 1.970
H 3.040 -5.743 0.874
H 0.980 -4.849 -0.135
H 2.032 -3.456 0.389
H -0.771 -4.270 1.172
H -1.931 0.603 -1.359
H -1.953 1.978 -0.197
H -4.016 -0.416 -0.265
H -4.220 1.337 -0.618
H -5.141 1.334 1.456
H -3.876 -1.345 1.671
H -5.443 -0.738 2.330
H -3.952 -0.504 3.348
H -3.858 2.291 3.184
H -2.854 2.770 1.742
H -2.398 1.302 2.838
H -0.753 2.590 2.107
Br 1.485 2.294 0.244
C 3.098 2.193 -0.863
C 2.774 2.400 -2.321
Br 1.974 0.801 -3.101
H 3.566 1.230 -0.658
H 3.746 2.991 -0.497
H 3.682 2.571 -2.897
H 2.080 3.220 -2.496
Br 7.526 4.614 0.141
C 6.504 6.257 0.369
C 5.025 6.004 0.237
Br 4.507 5.782 -1.628
H 6.884 6.971 -0.359
H 6.745 6.605 1.373
H 4.455 6.864 0.588
H 4.692 5.113 0.766
Br -0.336 -4.624 7.198
C -0.457 -2.681 7.279
C 0.874 -2.037 6.987
Br 2.073 -2.158 8.519
H -0.852 -2.428 8.260
H -1.188 -2.411 6.516
H 0.751 -0.968 6.807
H 1.392 -2.487 6.142
Br -5.035 -5.413 -4.363
C -3.583 -4.133 -4.139
C -2.303 -4.643 -4.752
Br -1.465 -5.994 -3.626
H -3.500 -3.932 -3.072
H -3.920 -3.231 -4.649
H -1.568 -3.842 -4.828
H -2.446 -5.093 -5.732
Br 5.520 1.350 -4.352
C 5.842 -0.362 -5.224
C 5.384 -0.341 -6.660
Br 3.445 -0.489 -6.789
H 5.344 -1.121 -4.624
H 6.920 -0.510 -5.168
H 5.771 -1.207 -7.198
H 5.668 0.567 -7.188
Br -6.872 1.533 -2.496
C -7.045 3.473 -2.435
C -5.730 4.149 -2.730
Br -4.535 4.070 -1.193
H -7.447 3.725 -1.456
H -7.781 3.717 -3.201
H -5.880 5.211 -2.920
H -5.198 3.706 -3.569
*
```

Values from the calculation:
HOMO level: -0.305 hartree
Gap between HOMO and LUMO: 7.09 eV

C26H42Br2F5InN2 | wB97M-V/def2-TZVPD

The geometry in ORCA input format:
```
! wB97M-V def2-TZVPD RIJCOSX def2/J DEFGRID3
* xyz 0 1
C 6.414 -3.257 -1.424
C 5.989 -3.077 -3.030
Br 6.314 -4.621 -4.273
C 5.343 -1.812 -3.567
Br 4.858 -1.711 -5.518
In 4.961 -0.168 -2.058
C 5.233 1.939 -2.834
C 6.628 2.217 -3.648
C 7.979 1.611 -2.944
C 8.335 0.141 -3.605
N 9.843 -0.062 -3.686
C 2.830 -0.463 -1.296
F 2.632 0.579 -0.230
F 2.689 -1.807 -0.624
C 1.668 -0.216 -2.425
C 1.850 0.517 -3.880
C 0.547 0.731 -4.892
C -0.983 0.217 -4.487
C -1.137 -0.560 -3.048
C -2.613 -1.154 -2.562
F -2.688 -1.265 -1.087
F -3.715 -0.372 -3.175
F -2.664 -2.559 -3.106
C 0.143 -0.773 -2.042
H 6.969 -4.303 -1.351
H 7.161 -2.437 -1.052
H 5.428 -3.323 -0.756
H 6.042 -0.491 -0.618
H 5.262 2.650 -1.875
H 4.353 2.352 -3.499
H 6.770 3.402 -3.666
H 6.501 1.915 -4.792
H 8.879 2.339 -3.238
H 7.918 1.570 -1.776
H 7.789 0.081 -4.638
H 7.870 -0.664 -2.883
H 10.217 -0.480 -2.803
H 10.061 -0.692 -4.508
H 2.900 0.900 -4.228
H 0.678 1.288 -5.918
H -1.924 0.391 -5.186
H 0.001 -1.332 -1.023
C -1.979 1.218 2.323
C -3.130 1.043 1.347
C -4.475 1.556 1.831
C -4.894 1.268 3.274
N -5.214 -0.159 3.761
C -6.689 -0.531 3.513
C -6.715 -0.972 2.064
C -5.383 -1.671 1.838
C -4.506 -1.317 3.032
C -4.844 -0.256 5.263
C -5.615 0.660 6.227
C -5.366 2.162 6.167
H -2.200 0.822 3.316
H -1.096 0.683 1.955
H -1.716 2.281 2.427
H -3.205 -0.008 1.061
H -2.878 1.565 0.412
H -5.262 1.286 1.125
H -4.423 2.656 1.770
H -5.807 1.844 3.453
H -4.118 1.662 3.931
H -6.928 -1.371 4.177
H -7.332 0.320 3.737
H -6.814 -0.111 1.402
H -7.564 -1.629 1.850
H -4.940 -1.363 0.887
H -5.517 -2.757 1.781
H -3.470 -1.065 2.824
H -4.495 -2.176 3.714
H -3.764 -0.082 5.336
H -5.033 -1.293 5.568
H -5.320 0.351 7.239
H -6.693 0.468 6.154
H -4.298 2.397 6.123
H -5.779 2.647 7.055
H -5.868 2.633 5.316
*
```

Values from the calculation:
ΔE to the lowest compared entry with this formula, charge and spin: 1123.6 kJ/mol
HOMO level: -0.249 hartree
Gap between HOMO and LUMO: 5.78 eV

C26H42BrEuN3P2S | wB97M-V/def2-TZVPD

The geometry in ORCA input format:
```
! wB97M-V def2-TZVPD RIJCOSX def2/J DEFGRID3
* xyz 2 8
C -1.872 6.061 -4.221
C -2.061 4.751 -4.684
C -2.400 4.529 -6.030
C -2.482 5.643 -6.881
N -2.268 6.872 -6.422
C -1.974 7.109 -5.147
C -1.772 3.615 -3.803
C -0.832 3.013 -3.213
C 0.318 2.220 -2.941
C 1.064 2.366 -1.751
C 1.980 1.403 -1.378
C 2.171 0.254 -2.175
C 1.650 0.263 -3.490
C 0.689 1.191 -3.851
Eu -2.609 1.572 -2.833
P 3.201 -1.120 -1.566
H -2.505 3.522 -6.428
H -1.611 6.266 -3.184
H -2.699 5.521 -7.948
H -1.801 8.150 -4.850
H 0.157 1.107 -4.805
H 0.861 3.225 -1.116
H 1.958 -0.482 -4.217
H 2.525 1.476 -0.434
C 2.318 -2.121 -0.338
C 2.685 -3.603 -0.222
H 1.242 -1.997 -0.596
H 2.447 -1.603 0.625
H 2.226 -4.034 0.677
H 2.320 -4.178 -1.082
H 3.765 -3.768 -0.124
C 3.582 -2.093 -3.031
C 4.430 -1.348 -4.067
H 2.604 -2.387 -3.445
H 4.075 -3.014 -2.680
H 4.712 -2.030 -4.876
H 3.879 -0.522 -4.526
H 5.356 -0.941 -3.644
C 4.666 -0.381 -0.828
C 5.844 -1.328 -0.629
H 4.344 0.047 0.131
H 4.939 0.461 -1.478
H 6.661 -0.777 -0.154
H 5.593 -2.166 0.032
H 6.226 -1.727 -1.575
Br -0.580 -0.652 -1.323
P -3.060 -2.391 -3.891
C -1.278 -2.896 -3.834
C -1.077 -4.411 -3.927
H -0.869 -2.469 -2.899
H -0.770 -2.399 -4.674
H -0.006 -4.655 -3.900
H -1.578 -4.947 -3.112
H -1.481 -4.794 -4.872
C -3.524 -2.348 -2.107
C -4.751 -3.236 -1.872
H -3.714 -1.312 -1.788
H -2.662 -2.688 -1.519
H -5.045 -3.219 -0.819
H -5.602 -2.891 -2.469
H -4.548 -4.276 -2.147
C -2.964 -0.689 -4.549
C -3.139 -0.679 -6.078
H -1.964 -0.282 -4.262
H -3.817 -0.141 -4.085
H -3.301 0.350 -6.417
H -2.255 -1.075 -6.591
H -4.003 -1.279 -6.389
N -0.644 2.654 0.782
C -1.802 1.992 0.645
N -1.896 0.806 1.297
S -3.085 2.677 -0.249
H 0.126 2.283 1.313
H -0.596 3.609 0.468
H -2.699 0.252 1.031
H -1.038 0.257 1.343
*
```

Values from the calculation:
ΔE to the lowest compared entry with this formula, charge and spin: 0.0 kJ/mol
<S²>: 15.76
HOMO level (alpha / beta): -0.468 / -0.468 hartree
Gap between HOMO and LUMO (alpha / beta): 5.43 / 5.43 eV

C26H42BrMgN3P2S | wB97M-V/def2-TZVPD

The geometry in ORCA input format:
```
! wB97M-V def2-TZVPD RIJCOSX def2/J DEFGRID3
* xyz 2 1
C 1.966 4.035 -0.237
C 0.916 3.469 -1.002
C 1.129 3.289 -2.393
C 2.371 3.656 -2.955
N 3.347 4.155 -2.181
C 3.179 4.382 -0.866
C -0.223 2.888 -0.298
C -1.234 2.320 0.085
C -2.423 2.282 0.866
C -2.826 1.026 1.363
C -4.000 1.042 2.191
C -4.785 2.205 2.138
C -4.449 3.327 1.437
C -3.232 3.405 0.823
Mg -2.544 0.220 3.514
P 2.015 -0.507 0.029
H 0.370 2.818 -3.020
H 1.859 4.135 0.846
H 2.559 3.513 -4.041
H 4.008 4.823 -0.275
H -2.802 4.260 0.296
H -2.272 0.238 0.846
H -5.063 4.168 1.233
H -4.412 0.242 2.840
C 2.634 -2.233 0.432
C 3.813 -2.784 -0.369
H 1.740 -2.864 0.279
H 2.852 -2.252 1.514
H 3.978 -3.829 -0.070
H 3.628 -2.775 -1.451
H 4.744 -2.239 -0.162
C 2.405 -0.252 -1.768
C 3.794 0.195 -2.170
H 1.676 0.513 -2.069
H 2.116 -1.175 -2.283
H 3.829 0.304 -3.259
H 4.053 1.171 -1.751
H 4.573 -0.522 -1.898
C 3.197 0.603 0.942
C 4.648 0.155 1.099
H 2.724 0.713 1.932
H 3.148 1.587 0.451
H 5.195 0.915 1.675
H 4.729 -0.795 1.642
H 5.160 0.056 0.133
Br -6.572 2.103 2.763
P -1.406 -1.577 -0.800
C -0.458 -2.548 -2.024
C -1.104 -3.797 -2.584
H 0.471 -2.816 -1.501
H -0.156 -1.873 -2.835
H -0.402 -4.335 -3.228
H -1.439 -4.474 -1.800
H -1.983 -3.550 -3.177
C -2.572 -2.803 0.043
C -3.929 -3.124 -0.611
H -2.732 -2.350 1.044
H -2.000 -3.737 0.202
H -4.501 -3.785 0.072
H -4.535 -2.217 -0.803
H -3.772 -3.656 -1.569
C -2.557 -0.458 -1.737
C -3.016 -0.928 -3.108
H -1.983 0.476 -1.833
H -3.427 -0.225 -1.103
H -3.608 -0.135 -3.588
H -2.172 -1.169 -3.761
H -3.648 -1.820 -3.041
N -0.337 -1.172 5.674
C 0.187 -0.285 4.738
N -0.357 1.000 4.968
S 0.373 -0.695 3.067
H -0.393 -0.888 6.666
H 0.079 -2.098 5.578
H 0.072 1.636 4.320
H -0.214 1.418 5.880
*
```

Values from the calculation:
ΔE to the lowest compared entry with this formula, charge and spin: 38.0 kJ/mol
HOMO level (alpha / beta): -0.427 / -0.429 hartree
Gap between HOMO and LUMO (alpha / beta): 2.66 / 2.68 eV